Record 1
Entry from OMol25: an isolated molecule of C9H10ClNOS at a distorted geometry (ωB97M-V/def2-TZVPD).

Values from the calculation:
energy relative to the best compared isomer or geometry (same formula, charge and spin)	41.0	kcal per mole
HOMO	-7.20	eV
Kohn-Sham gap	6.03	eV

XYZ file:
```
23
Properties=species:S:1:pos:R:3:forces:R:3
C -2.751 -0.486 1.839 -2.856 -0.304 1.449
C -1.580 0.172 1.511 -0.915 -0.987 -1.708
C -3.750 -0.192 0.915 -0.658 -0.481 -0.173
C -1.610 0.697 0.226 -0.016 0.541 1.479
C 1.766 0.883 0.227 0.231 -0.731 -0.678
C 2.043 -0.407 -0.626 -2.827 -2.026 0.803
C -0.492 1.353 -0.324 1.379 0.075 -2.690
C 1.953 -1.613 0.427 2.481 -1.299 -2.899
C -0.524 2.048 -1.692 -2.531 -3.020 1.025
N 0.651 1.430 0.306 -0.867 0.316 0.320
O 1.228 -0.567 -1.627 -1.374 0.843 -0.540
S -3.180 0.617 -0.403 0.510 0.904 -1.484
Cl 3.096 1.502 1.051 0.759 0.534 0.751
H -3.091 -1.056 2.750 1.131 0.802 -0.921
H -0.687 0.157 2.016 1.765 -0.070 1.417
H -4.831 -0.348 0.781 0.642 -0.591 0.968
H 3.018 -0.364 -0.934 3.197 0.763 -0.559
H 1.757 -1.171 1.329 -0.183 0.122 2.899
H 2.859 -2.335 0.335 -0.878 1.763 0.798
H 1.218 -2.319 0.108 -1.239 0.230 -0.211
H -1.182 1.481 -2.397 1.102 -0.119 0.394
H 0.422 2.247 -2.015 2.440 0.051 -1.108
H -1.048 2.926 -1.654 -1.293 2.682 0.667
```
Forces are in eV/Å.


Record 2
Entry from OMol25: a structure of composition C9H10CuN3O2S2Se3Te (ωB97M-V/def2-TZVPD).

Values from the calculation:
total charge	-1
energy relative to the best compared isomer or geometry (same formula, charge and spin)	24.0	kcal per mole
HOMO (spin up / spin down)	-3.68 / -3.58	eV
2S+1	2
Kohn-Sham gap (spin up / spin down)	6.05 / 5.01	eV

XYZ file:
```
31
Properties=species:S:1:pos:R:3:forces:R:3
Cu -0.249 -0.445 0.247 -0.501 -0.224 0.029
S 0.680 0.073 2.593 0.202 0.110 -0.083
C 2.073 0.040 1.620 -0.169 0.060 0.025
N 2.046 -0.079 0.311 0.158 -0.003 0.173
C 3.313 -0.100 -0.234 -0.213 -0.041 -0.184
C 3.586 -0.233 -1.596 0.034 -0.008 -0.011
C 4.903 -0.237 -2.021 0.042 0.007 0.035
C 5.953 -0.112 -1.107 -0.067 -0.005 -0.048
C 5.692 0.015 0.249 0.031 0.013 0.030
C 4.372 0.019 0.680 0.080 0.028 -0.080
S 3.712 0.158 2.278 0.042 -0.003 0.131
H 2.761 -0.342 -2.290 -0.014 0.006 0.021
H 5.123 -0.345 -3.076 0.007 0.003 0.006
H 6.978 -0.118 -1.458 0.003 -0.003 0.006
H 6.507 0.108 0.957 -0.017 -0.003 0.011
C -0.125 3.065 -4.135 0.003 -0.028 0.028
O -0.104 1.700 -3.757 -0.038 -0.035 0.115
C -0.147 1.327 -2.441 0.031 0.068 -0.118
O -0.142 0.162 -2.165 0.134 0.072 -0.091
N -0.156 2.366 -1.547 -0.006 -0.077 0.021
N -0.264 2.081 -0.191 0.012 -0.124 -0.131
H -0.080 3.074 -5.221 0.005 -0.004 -0.002
H 0.741 3.605 -3.744 -0.006 0.011 0.002
H -1.051 3.556 -3.825 0.004 0.009 0.006
H -0.283 3.309 -1.864 0.002 0.062 0.000
H -1.134 2.405 0.204 0.006 0.006 0.043
H 0.547 2.383 0.330 -0.005 -0.043 0.062
Se -2.816 -0.020 0.127 0.203 -0.067 0.028
Se -3.983 -1.988 0.147 -0.115 0.272 0.016
Te -2.316 -3.852 -0.078 -0.216 -0.413 -0.043
Se -0.130 -2.942 -0.022 0.365 0.355 0.003
```
Forces are in eV/Å.


Sequential M output: 215.705; 684.358 g/mol